# 1
{"formula": "C8H15FN5O3", "method": "ωB97M-V/def2-TZVPD", "smiles": "NCCCNC1=[N+](C(=O)NC(=O)F)COCN1", "orbital_gap_ha": 0.30660, "total_energy_ha": -912.95281, "homo_energy_ev": -12.2, "charge": 1, "relative_energy_kcal_mol": 0.00, "max_force_ha_per_bohr": 0.019, "symbols": ["N", "C", "C", "C", "N", "C", "N", "C", "O", "N", "C", "O", "F", "C", "O", "C", "N", "H", "H", "H", "H", "H", "H", "H", "H", "H", "H", "H", "H", "H", "H", "H"], "xyz": [[4.46, -0.67, 0.92], [3.43, 0.28, 0.51], [2.63, -0.21, -0.69], [1.67, 0.87, -1.24], [0.25, 0.50, -1.17], [-0.49, 0.58, -0.12], [-1.83, 0.16, -0.08], [-2.28, -0.81, -1.01], [-1.83, -0.94, -2.11], [-3.30, -1.63, -0.44], [-2.87, -2.98, -0.30], [-2.12, -3.37, 0.51], [-3.44, -3.76, -1.22], [-2.75, 1.30, 0.23], [-2.03, 2.26, 0.93], [-1.11, 1.73, 1.84], [0.00, 1.12, 1.05], [4.30, -1.01, 1.86], [4.46, -1.50, 0.33], [3.92, 1.23, 0.24], [2.75, 0.49, 1.34], [3.33, -0.48, -1.49], [2.06, -1.10, -0.41], [1.86, 1.05, -2.30], [1.80, 1.82, -0.72], [-0.19, 0.11, -2.01], [-4.12, -1.61, -1.06], [-3.07, 1.76, -0.70], [-3.61, 0.91, 0.78], [-0.71, 2.57, 2.41], [-1.57, 1.00, 2.52], [0.40, 0.35, 1.61]], "mulliken_charge": [-0.574, -0.452, -0.606, -0.832, -0.021, 0.125, 0.233, 0.225, -0.537, -0.180, 0.629, -0.402, -0.208, -0.416, -0.388, -0.406, -0.181, 0.257, 0.250, 0.290, 0.204, 0.417, 0.362, 0.411, 0.448, 0.304, 0.335, 0.360, 0.360, 0.353, 0.359, 0.279]}

# 2
{"formula": "C4H12", "method": "ωB97M-V/def2-TZVPD", "smiles": "CC.CC", "orbital_gap_ha": 0.45601, "total_energy_ha": -159.54680, "homo_energy_ev": -11.3, "relative_energy_kcal_mol": 23.95, "max_force_ha_per_bohr": 0.057, "symbols": ["C", "C", "H", "H", "H", "H", "H", "H", "C", "C", "H", "H", "H", "H", "H", "H"], "xyz": [[1.54, 1.63, 0.65], [0.39, 1.94, -0.31], [2.03, 0.62, 0.43], [2.27, 2.33, 0.86], [1.19, 1.64, 1.71], [0.74, 1.97, -1.40], [-0.41, 1.22, -0.29], [-0.21, 2.81, -0.13], [-0.28, -1.33, -0.37], [-1.56, -2.22, -0.08], [-0.50, -0.77, -1.29], [-0.17, -0.56, 0.48], [0.70, -1.99, -0.24], [-2.45, -1.67, -0.27], [-1.72, -3.09, -0.72], [-1.55, -2.52, 0.99]], "mulliken_charge": [-0.873, -0.701, 0.208, 0.402, 0.265, 0.219, 0.145, 0.350, -0.505, -1.026, 0.285, 0.059, 0.267, 0.319, 0.307, 0.280]}

# 3
{"formula": "C5H11NO3", "method": "ωB97M-V/def2-TZVPD", "smiles": "[H]/N=C(/C)OC.CC(=O)O", "orbital_gap_ha": 0.39185, "total_energy_ha": -477.53023, "homo_energy_ev": -9.9, "relative_energy_kcal_mol": 59.78, "max_force_ha_per_bohr": 0.102, "symbols": ["H", "N", "C", "C", "O", "C", "H", "H", "H", "H", "H", "H", "C", "C", "O", "O", "H", "H", "H", "H"], "xyz": [[1.05, 2.83, 0.05], [0.98, 2.45, -0.89], [0.37, 1.35, -0.92], [-0.07, 0.64, -2.15], [-0.37, 0.92, 0.37], [-1.74, 0.51, 0.47], [0.30, 1.13, -3.05], [-1.16, 0.60, -2.24], [0.35, -0.36, -2.20], [-1.84, 0.10, 1.48], [-2.00, -0.22, -0.29], [-2.38, 1.40, 0.45], [0.43, -1.74, 1.94], [0.63, -1.22, 0.54], [0.39, -1.90, -0.44], [1.78, -0.32, 0.46], [0.86, -2.74, 2.02], [0.87, -1.07, 2.69], [-0.64, -1.83, 2.11], [2.21, -0.52, -0.39]], "mulliken_charge": [0.291, -0.770, 0.860, -0.960, -0.414, -0.748, 0.369, 0.248, 0.265, 0.220, 0.374, 0.283, -1.099, 0.837, -0.550, -0.501, 0.356, 0.297, 0.295, 0.346]}

# 4
{"formula": "C3H6N2O", "method": "ωB97M-V/def2-TZVPD", "orbital_gap_ha": 0.37170, "total_energy_ha": -302.52844, "homo_energy_ev": -10.2, "relative_energy_kcal_mol": 103.32, "max_force_ha_per_bohr": 0.079, "symbols": ["C", "C", "C", "N", "N", "O", "H", "H", "H", "H", "H", "H"], "xyz": [[-1.16, -0.12, 0.05], [0.67, -1.87, 0.14], [0.08, 1.98, -0.21], [-0.17, -0.94, -0.60], [-0.03, 0.67, 0.34], [-2.33, -0.22, 0.37], [1.70, -1.95, -0.25], [0.80, -1.79, 1.32], [0.08, -2.79, -0.17], [1.00, 2.46, 0.27], [0.19, 2.09, -1.24], [-0.83, 2.48, -0.03]], "mulliken_charge": [0.590, -0.573, -0.819, -0.202, -0.211, -0.527, 0.258, 0.241, 0.296, 0.232, 0.348, 0.366]}

# 5
{"formula": "C37H36BDyNO3P2", "method": "ωB97M-V/def2-TZVPD", "orbital_gap_ha": [0.14728, 0.18875], "multiplicity": 6, "total_energy_ha": -3304.28079, "homo_energy_ev": [-7.1, -8.3], "charge": 1, "relative_energy_kcal_mol": 20.59, "s_squared": 9.766, "max_force_ha_per_bohr": 0.069, "symbols": ["Dy", "O", "C", "C", "C", "C", "C", "C", "N", "H", "H", "H", "H", "H", "H", "H", "C", "C", "C", "C", "C", "C", "P", "C", "C", "C", "C", "C", "C", "C", "C", "C", "C", "C", "C", "C", "C", "C", "C", "H", "H", "H", "H", "H", "H", "H", "H", "H", "H", "H", "H", "H", "H", "H", "H", "C", "P", "C", "C", "H", "H", "H", "H", "H", "H", "H", "H", "H", "O", "B", "O", "C", "C", "C", "C", "C", "C", "H", "H", "H", "H"], "xyz": [[0.75, 0.75, 1.85], [0.29, 0.13, 4.01], [0.89, 1.22, 4.80], [1.30, 2.29, 3.89], [2.34, 3.16, 4.28], [2.84, 4.13, 3.38], [2.08, 4.33, 2.19], [0.82, 3.70, 2.06], [0.51, 2.64, 2.83], [0.55, -0.72, 4.48], [1.77, 0.84, 5.34], [0.14, 1.64, 5.48], [2.88, 2.95, 5.24], [3.77, 4.62, 3.54], [2.27, 5.17, 1.55], [0.11, 4.00, 1.31], [0.33, -5.19, 0.00], [-0.14, -4.16, 0.78], [-0.94, -3.18, 0.20], [-1.22, -3.10, -1.19], [-0.77, -4.22, -1.91], [-0.08, -5.28, -1.31], [-1.74, -1.52, -1.78], [-1.14, -1.51, -3.42], [0.18, -1.81, -3.60], [0.68, -1.89, -4.90], [-0.18, -1.84, -5.97], [-1.53, -1.58, -5.77], [-2.00, -1.36, -4.53], [-3.50, -1.16, -1.20], [-4.58, -1.03, -2.08], [-5.61, -0.23, -1.59], [-5.64, 0.40, -0.33], [-4.49, 0.43, 0.52], [-4.24, 1.18, 1.70], [-3.15, 0.88, 2.49], [-2.03, 0.25, 1.87], [-2.09, -0.05, 0.45], [-3.39, -0.40, 0.00], [0.88, -6.00, 0.43], [0.05, -3.97, 1.84], [-1.33, -2.46, 0.89], [-0.89, -4.28, -2.98], [0.12, -6.16, -1.93], [0.87, -2.02, -2.77], [1.74, -2.11, -4.99], [0.13, -1.96, -7.02], [-2.22, -1.63, -6.57], [-3.02, -1.12, -4.40], [-4.55, -1.71, -2.96], [-6.48, -0.07, -2.19], [-6.55, 0.89, -0.02], [-5.01, 1.82, 2.10], [-3.07, 1.19, 3.52], [-1.46, -0.44, 2.56], [3.66, -2.29, 2.23], [3.09, -0.77, 1.38], [3.71, -1.07, -0.30], [4.45, 0.36, 2.07], [4.73, -2.40, 2.24], [3.23, -3.13, 1.63], [3.28, -2.31, 3.26], [4.79, -1.25, -0.31], [3.60, -0.13, -0.84], [3.19, -1.81, -0.92], [5.16, -0.25, 2.63], [4.07, 1.17, 2.79], [5.05, 0.90, 1.29], [-1.60, 1.38, -1.53], [-1.01, 0.04, -0.77], [0.49, 0.68, -0.49], [0.54, 1.96, -0.94], [1.55, 2.85, -0.77], [1.32, 4.19, -1.11], [0.17, 4.52, -1.86], [-0.79, 3.58, -2.11], [-0.67, 2.33, -1.52], [2.49, 2.65, -0.34], [1.93, 5.06, -0.80], [0.09, 5.51, -2.34], [-1.74, 3.78, -2.76]], "mulliken_charge": [-0.629, -0.249, -0.590, 0.668, -0.673, -0.840, -0.444, -0.604, -0.007, 0.282, 0.430, 0.224, 0.330, 0.474, 0.506, 0.724, -0.700, -0.751, -0.474, 0.037, -0.292, -0.716, 1.742, 0.630, -0.335, -0.864, -0.621, -0.639, -0.768, -0.352, -0.478, -0.935, -0.753, 0.511, -1.270, -0.719, -0.292, 0.164, 0.278, 0.488, 0.514, 0.457, 0.462, 0.414, 0.598, 0.437, 0.358, 0.506, 0.346, 0.537, 0.446, 0.480, 0.439, 0.540, 0.264, -1.412, 1.195, -1.321, -1.082, 0.482, 0.318, 0.349, 0.442, 0.334, 0.322, 0.439, 0.086, 0.363, -0.668, 1.988, 0.086, 1.105, -0.534, -0.894, -0.548, -0.909, 0.003, 0.507, 0.396, 0.375, 0.283]}

# 6
{"formula": "C7H8ClNO", "method": "ωB97M-V/def2-TZVPD", "smiles": "N=C=C(Cl)CC/C=C\\C=O", "orbital_gap_ha": 0.32409, "total_energy_ha": -861.60360, "homo_energy_ev": -8.6, "relative_energy_kcal_mol": 40.65, "max_force_ha_per_bohr": 0.077, "symbols": ["N", "C", "C", "Cl", "C", "C", "C", "C", "C", "O", "H", "H", "H", "H", "H", "H", "H", "H"], "xyz": [[-1.33, -2.88, 1.13], [-0.48, -2.17, 0.60], [0.59, -1.66, 0.03], [1.96, -1.20, 0.96], [0.54, -1.10, -1.34], [-0.14, 0.31, -1.26], [0.72, 1.27, -0.59], [0.52, 1.94, 0.60], [-0.66, 1.88, 1.43], [-0.99, 2.89, 2.06], [-2.24, -2.50, 1.44], [-0.26, -1.72, -1.87], [1.54, -0.97, -1.80], [-1.11, 0.19, -0.76], [-0.26, 0.57, -2.28], [1.67, 1.62, -1.02], [1.31, 2.59, 0.94], [-1.37, 0.95, 1.73]], "mulliken_charge": [-0.579, 0.330, 0.093, -0.168, -0.710, -0.424, -0.264, -0.218, -0.103, -0.488, 0.279, 0.303, 0.393, 0.352, 0.315, 0.286, 0.393, 0.211]}